{"formula": "C6H15BrClNO3P2", "method": "wB97M-V/def2-TZVPD", "gap_ev": 9.77, "energy_ev": -115240.3413, "smiles": "N=[PH2]P(Cl)(Br)(CCCO)CCC(=O)O", "symbols": ["N", "P", "P", "Cl", "Br", "C", "C", "C", "O", "C", "C", "C", "O", "O", "H", "H", "H", "H", "H", "H", "H", "H", "H", "H", "H", "H", "H", "H", "H"], "positions_angstrom": [[-3.193, 1.105, 1.785], [-3.057, 0.724, 0.293], [-1.017, 0.022, -0.412], [-2.169, -1.544, -1.664], [-0.025, 1.759, 0.820], [-0.291, -1.336, 0.593], [1.106, -1.204, 1.211], [1.098, -0.883, 2.700], [1.096, -2.125, 3.401], [-0.292, 0.670, -1.973], [1.156, 0.201, -2.239], [1.947, 1.354, -2.828], [1.952, 1.620, -3.992], [2.556, 2.170, -1.917], [-3.257, 2.096, 1.980], [-3.253, 1.687, -0.717], [-3.793, -0.393, -0.091], [-0.375, -2.222, -0.027], [-1.032, -1.447, 1.394], [1.733, -0.487, 0.686], [1.583, -2.181, 1.109], [0.215, -0.293, 2.959], [1.980, -0.291, 2.966], [0.712, -1.992, 4.271], [-0.931, 0.328, -2.779], [-0.359, 1.755, -1.916], [1.635, -0.156, -1.329], [1.147, -0.610, -2.964], [3.125, 1.672, -1.320]]}

---

{"formula": "C6H15BrN2", "method": "wB97M-V/def2-TZVPD", "total_charge": 2, "gap_ev": 8.93, "de_lowest_kcal_mol": 5.4, "energy_ev": -79469.9550, "symbols": ["C", "C", "C", "C", "C", "C", "N", "N", "Br", "H", "H", "H", "H", "H", "H", "H", "H", "H", "H", "H", "H", "H", "H", "H"], "positions_angstrom": [[-1.198, 0.604, 1.657], [-0.463, 0.738, 0.557], [0.606, 0.016, -0.069], [1.021, -1.239, 0.560], [1.285, 0.531, -1.150], [2.344, -0.358, -1.654], [-4.478, 0.014, 1.740], [3.242, 0.378, -2.665], [-1.407, -0.668, 2.924], [-4.723, 0.844, 1.178], [-1.844, 1.513, 1.797], [-0.812, 1.692, 0.191], [2.147, -1.199, 0.502], [0.750, -2.060, -0.075], [0.860, -1.473, 1.586], [-4.897, 0.095, 2.699], [0.922, 1.416, -1.696], [2.874, -0.695, -0.804], [1.775, -1.238, -2.115], [-5.044, -0.805, 1.426], [-3.481, 0.028, 1.994], [3.955, -0.182, -3.140], [3.828, 1.076, -2.059], [2.740, 0.973, -3.384]]}